# 1
C14H30N8O6P | wB97M-V/def2-TZVPD

Cartesian coordinates (Å):
P1 -0.75 3.71 -2.75
O1 0.39 4.39 -3.60
O2 -0.14 2.78 -1.77
O3 2.12 -5.21 0.39
O4 4.83 -1.04 -0.21
O5 -1.57 2.80 -3.75
O6 -3.98 4.82 -2.61
N1 -5.14 1.97 1.36
N2 -4.55 3.77 0.27
N3 -1.61 -1.79 -0.41
N4 4.10 -5.42 1.35
N5 -5.66 3.34 -0.37
N6 -0.96 0.06 -1.47
N7 3.76 -2.33 1.22
N8 -0.31 -0.24 0.69
C1 -4.26 2.92 1.32
C2 -6.01 2.28 0.32
C3 1.35 -2.79 1.56
C4 4.12 -2.01 -0.03
C5 5.24 -5.01 2.18
C6 2.98 -4.74 1.12
C7 2.79 -3.33 1.72
C8 -3.10 4.36 -1.59
C9 1.10 -1.48 2.34
C10 -1.72 4.93 -1.90
C11 -3.65 4.82 -0.24
C12 3.64 -2.81 -1.23
C13 -0.27 -0.86 2.03
C14 -0.96 -0.66 -0.39
H1 0.64 -3.54 1.92
H2 -0.51 0.98 -1.48
H3 -3.06 3.26 -1.60
H4 4.20 -1.73 1.91
H5 -4.19 5.77 -0.34
H6 -1.61 -2.37 0.40
H7 2.56 -2.93 -1.21
H8 -6.90 1.69 0.09
H9 4.92 -4.78 3.19
H10 1.14 -2.62 0.51
H11 -0.87 2.48 -4.34
H12 -3.41 3.01 1.99
H13 -2.08 -2.09 -1.24
H14 2.96 -3.46 2.79
H15 5.97 -5.83 2.22
H16 -1.05 -1.62 2.14
H17 1.15 -1.71 3.41
H18 -1.19 5.19 -0.99
H19 -0.47 -0.09 2.77
H20 0.19 0.63 0.58
H21 5.74 -4.14 1.75
H22 4.12 -3.79 -1.22
H23 -4.89 4.51 -2.42
H24 -1.47 -0.23 -2.28
H25 -1.81 5.82 -2.52
H26 -2.84 4.97 0.48
H27 1.87 -0.75 2.12
H28 3.93 -2.28 -2.14
H29 1.00 4.73 -2.93
H30 4.15 -6.31 0.89

Properties
HOMO-LUMO gap = 9.450 eV
total charge = +1
LUMO = -2.37 eV
energy relative to the best compared isomer or geometry (same formula, charge and spin) = 0.00 kJ/mol

# 2
C3Na7O9 | wB97M-V/def2-TZVPD

Cartesian coordinates (Å):
Na1 0.04 -1.98 0.30
Na2 -3.19 -0.69 1.17
Na3 -1.34 1.32 -0.42
Na4 4.50 0.74 -2.28
Na5 2.17 0.50 1.34
Na6 -0.20 2.28 4.22
Na7 0.35 -1.48 -2.49
O1 -1.15 -0.28 1.42
O2 -3.24 -0.47 -0.97
O3 -1.19 1.79 2.05
O4 1.55 -0.66 -0.45
O5 2.40 -0.19 -2.55
O6 0.36 0.47 2.95
O7 -1.80 -2.09 -0.85
O8 2.69 1.24 -0.86
O9 -1.32 -0.31 -2.11
C1 2.15 0.13 -1.28
C2 -0.68 0.65 2.12
C3 -2.13 -0.96 -1.30

Properties
HOMO-LUMO gap = 6.795 eV
total charge = +1
LUMO = -3.29 eV
energy relative to the best compared isomer or geometry (same formula, charge and spin) = 0.00 kJ/mol

# 3
C18H49NOP2S | wB97M-V/def2-TZVPD

Cartesian coordinates (Å):
S1 -3.27 -3.08 2.69
P1 -4.18 -1.08 2.43
P2 -4.74 1.03 1.92
O1 -4.04 -1.31 0.85
N1 -3.49 1.96 1.67
C1 2.06 1.28 -5.16
C2 1.95 -5.02 1.39
C3 -1.41 0.89 -1.92
C4 0.05 3.49 2.61
C5 0.46 6.53 0.46
C6 1.16 2.52 2.97
C7 0.93 4.03 0.24
C8 -0.54 0.00 -2.81
C9 0.29 -2.78 -0.02
C10 2.39 -5.87 0.19
C11 1.56 1.49 -2.67
C12 1.84 -7.29 0.22
C13 -0.22 -4.19 0.29
C14 -0.24 3.56 1.11
C15 1.39 2.09 -4.06
C16 0.44 -4.82 1.51
C17 0.95 0.09 -2.49
C18 1.48 5.40 0.61
H1 -1.27 0.64 -0.86
H2 0.92 1.51 2.63
H3 1.49 -0.62 -3.11
H4 2.15 -7.81 1.13
H5 1.31 2.48 4.05
H6 -0.87 3.20 3.11
H7 2.34 5.62 -0.04
H8 0.75 -7.31 0.19
H9 0.13 -2.12 0.84
H10 -5.53 1.46 3.01
H11 -1.30 -4.14 0.48
H12 1.74 3.29 0.29
H13 0.30 4.49 2.98
H14 1.11 -0.23 -1.46
H15 1.35 -2.78 -0.26
H16 2.09 -5.38 -0.74
H17 0.33 2.21 -4.29
H18 2.12 2.80 2.52
H19 2.20 -7.87 -0.64
H20 -5.66 1.06 0.86
H21 0.08 6.58 -0.56
H22 -0.04 -5.78 1.72
H23 2.32 -5.50 2.30
H24 2.62 1.43 -2.43
H25 -2.61 1.45 1.70
H26 -0.86 -1.04 -2.69
H27 0.90 7.49 0.71
H28 -3.29 -1.92 0.67
H29 -3.19 -0.51 3.26
H30 -1.10 4.20 0.94
H31 -5.40 -1.44 3.01
H32 -1.17 1.95 -2.04
H33 -2.61 -2.87 3.83
H34 1.87 5.39 1.63
H35 -0.24 -2.35 -0.87
H36 -0.10 -4.83 -0.58
H37 1.12 2.17 -1.93
H38 1.63 0.27 -5.24
H39 -0.39 6.38 1.13
H40 -0.72 0.25 -3.86
H41 0.60 4.04 -0.80
H42 2.45 -4.05 1.33
H43 1.81 3.10 -4.05
H44 3.13 1.17 -4.97
H45 1.94 1.76 -6.13
H46 -0.55 2.56 0.77
H47 -2.47 0.76 -2.15
H48 3.48 -5.91 0.17
H49 0.25 -4.19 2.39

Properties
HOMO-LUMO gap = 8.926 eV
structure (SMILES) = N=[PH2][PH2](O)S.CCCCCC.CCCCCC.CCCCCC
LUMO = 0.24 eV

# 4
C5H10O | wB97M-V/def2-TZVPD

Cartesian coordinates (Å):
O1 -0.59 -0.82 -0.03
C1 -1.72 0.36 1.72
C2 -0.10 0.32 0.26
C3 -0.30 1.51 -0.63
C4 0.91 -1.32 -1.27
C5 2.05 -1.72 -0.76
H1 0.52 -1.47 -2.28
H2 0.60 1.67 -1.23
H3 -1.19 0.98 2.44
H4 -1.92 -0.65 2.06
H5 -0.47 2.40 -0.02
H6 0.78 0.38 0.92
H7 2.78 -2.29 -1.34
H8 2.31 -1.53 0.28
H9 -1.15 1.35 -1.30
H10 -2.52 0.84 1.19

Properties
HOMO-LUMO gap (alpha / beta) = 7.602 / 8.414 eV
LUMO (alpha / beta) = 0.22 / 0.66 eV
energy relative to the best compared isomer or geometry (same formula, charge and spin) = 627.48 kJ/mol

# 5
C20H21FN4O3 | wB97M-V/def2-TZVPD

Cartesian coordinates (Å):
F1 1.59 3.25 -0.18
O1 -4.21 -1.00 4.22
O2 4.02 4.00 -0.97
O3 -4.43 0.85 2.03
N1 -2.38 0.12 1.45
N2 2.87 -2.27 -2.13
N3 2.18 -3.38 -2.36
N4 -0.86 -0.36 -0.88
C1 -3.67 -2.53 2.70
C2 3.88 0.52 -2.18
C3 0.77 -1.63 -2.18
C4 -2.00 0.54 -0.91
C5 -4.12 -3.20 3.87
C6 5.30 4.42 -1.36
C7 -1.27 -0.80 1.47
C8 -1.09 -1.42 0.09
C9 -2.21 1.16 0.47
C10 0.91 -3.01 -2.40
C11 4.39 1.78 -1.94
C12 2.07 -1.17 -2.01
C13 -0.51 -0.87 -2.20
C14 1.84 1.10 -1.08
C15 3.63 2.74 -1.26
C16 -4.42 -2.21 4.76
C17 -3.74 -1.19 2.98
C18 -3.55 0.01 2.12
C19 2.61 0.16 -1.76
C20 2.35 2.35 -0.84
H1 3.87 -2.30 -2.03
H2 -2.92 0.01 -1.21
H3 -4.20 -4.25 4.02
H4 4.49 -0.18 -2.73
H5 6.09 3.81 -0.90
H6 0.15 -3.74 -2.58
H7 -1.98 -2.01 -0.17
H8 -1.80 1.33 -1.64
H9 -3.37 -2.99 1.79
H10 0.85 0.84 -0.73
H11 5.39 5.45 -1.02
H12 -0.40 0.00 -2.86
H13 -3.09 1.80 0.48
H14 -4.79 -2.24 5.77
H15 -0.36 -0.23 1.72
H16 5.38 2.03 -2.28
H17 -1.42 -1.57 2.23
H18 -0.22 -2.08 0.09
H19 5.42 4.38 -2.45
H20 -1.31 -1.51 -2.60
H21 -1.33 1.76 0.73

Properties
HOMO-LUMO gap = 8.900 eV
structure (SMILES) = COc1ccc(-c2[nH]ncc2CN2CCN(C(=O)c3ccco3)CC2)cc1F
LUMO = 0.63 eV
energy relative to the best compared isomer or geometry (same formula, charge and spin) = 0.00 kJ/mol

| no. | E (eV) |
| --- | --- |
| 1 | -48497.7464 |
| 2 | -52460.9934 |
| 3 | -52409.9564 |
| 4 | -7388.2619 |
| 5 | -35900.0690 |